Entry 1:
111
Properties=species:S:1:pos:R:3:lowdin_charge:R:1 method="wB97M-V/def2-TZVPD" largest_force_ev_per_a=4.87 orbital_gap_ev="5.7674 / 5.7645"
W 0.3113 0.2380 -0.4992 1.770
S -0.4564 -3.2686 -0.1387 1.152
P 2.5803 -0.4883 0.5490 0.867
O 1.9619 1.0995 -1.1945 -0.537
O 0.9988 -1.1038 -1.9460 -0.166
O 2.5931 -1.4982 1.8199 -0.311
O 4.1709 -0.4055 0.2048 -0.300
O 2.6903 1.4718 3.5566 0.039
O -3.1237 -1.4126 0.5715 0.064
O 2.3966 1.0149 1.2797 -0.221
O 0.2457 -1.9767 0.2306 -0.639
O -1.5186 -0.2553 -0.4930 -0.238
O -0.3032 0.5185 -2.5740 -0.116
N -0.7266 0.7906 -5.2417 0.119
N -0.1263 0.1853 1.5902 -0.042
C -2.0239 -2.3957 -2.1993 -0.070
C -0.8568 -3.0957 -1.9126 -0.322
C 0.5766 0.5737 2.7440 -0.217
C -1.3615 -0.4033 1.8282 -0.223
C -1.2645 4.6259 -0.2701 -0.041
C 0.5619 -0.3926 -2.9392 -0.497
C 0.8741 -4.4824 -0.2947 -0.371
C 4.9853 0.7408 0.4292 -0.097
C -0.3003 2.3022 -0.4788 -0.023
C -1.6209 -2.6871 -4.5495 -0.071
C -1.2019 -0.1766 4.2196 -0.069
C 1.0445 -0.5412 -4.2741 -0.088
C -2.5474 2.9856 -4.9266 -0.025
C 2.1883 -4.1002 -0.5225 -0.069
C 1.5145 -6.7927 -0.2968 -0.073
C -2.0952 -0.7405 0.6054 -0.552
C -2.6643 1.9893 -6.0433 -0.160
C 3.1629 -5.0765 -0.6450 -0.061
C -1.8971 -0.6212 3.0771 -0.008
C -0.0007 0.4373 4.0551 0.002
C 0.6411 3.9938 2.5986 -0.025
C 2.8703 4.5140 1.0426 -0.072
C -0.7103 3.3972 0.4840 -0.539
C 3.6255 -1.5643 2.8006 -0.080
C -1.8126 2.8957 1.4312 -0.036
C -2.8761 0.2109 -8.1822 -0.080
C 1.1098 0.0501 -6.6269 -0.025
C 2.8025 -1.3987 -5.7135 -0.084
C 1.8357 1.0415 2.5746 -0.384
C -1.7311 0.9514 -6.1934 -0.190
C 0.5364 -5.8240 -0.1665 -0.081
C 2.9372 4.7024 2.4132 -0.102
C 2.2058 -1.3185 -4.4821 -0.020
C -0.1060 -3.6453 -2.9424 -0.069
C -1.8532 0.0693 -7.2681 -0.048
C 2.5253 1.7218 -2.3194 -0.151
C -2.3822 -2.1653 -3.5180 -0.048
C -4.7619 3.1660 -6.7839 -0.047
C -3.7181 2.1002 -6.9512 -0.237
C 1.6970 4.0782 0.4586 -0.032
C 0.5584 3.8225 1.2221 -0.168
C -0.4942 -3.4388 -4.2550 -0.074
C 0.4471 0.1017 -5.4018 -0.171
C 1.8208 4.4296 3.1878 -0.105
C -3.8109 1.2174 -8.0190 -0.058
C 2.2678 -0.6879 -6.7888 -0.056
C 2.8297 -6.4202 -0.5385 -0.073
H -3.2667 -1.5861 -3.7340 0.115
H -0.2109 3.8024 3.2314 0.114
H -2.5446 2.3374 0.8490 0.093
H -5.5331 3.0674 -7.5447 0.075
H 2.4272 -3.0477 -0.6056 0.090
H 5.2548 0.8263 1.4851 0.090
H -0.5285 5.0294 -0.9616 0.078
H -4.3270 4.1623 -6.8677 0.082
H -1.5453 5.4144 0.4252 0.087
H 3.2113 2.5145 -1.9947 0.079
H -2.9498 -0.4698 -9.0188 0.103
H 0.7110 0.6153 -7.4577 0.118
H 1.6549 3.9423 -0.6105 0.106
H 3.6960 -1.9916 -5.8481 0.101
H -2.3157 3.7324 1.9133 0.087
H 1.2441 -7.8345 -0.2139 0.106
H 2.7554 -0.7068 -7.7534 0.107
H 3.3682 -2.3986 3.4525 0.094
H 0.5964 0.7862 4.8795 0.113
H -4.6186 1.3171 -8.7284 0.105
H 1.8620 4.5715 4.2591 0.110
H 4.1850 -4.7837 -0.8343 0.108
H -2.6684 -2.0559 -1.4013 0.088
H -3.3601 2.8619 -4.2120 0.091
H -0.4926 -6.0900 0.0218 0.112
H 4.5804 -1.7557 2.3116 0.085
H -1.9096 -2.5256 -5.5775 0.101
H -1.6263 -0.3228 5.2010 0.103
H 0.0935 -3.8633 -5.0533 0.110
H 5.8787 0.5922 -0.1755 0.091
H 3.0816 0.9940 -2.9281 0.085
H -1.6072 2.8906 -4.3941 0.068
H 2.6129 -1.8291 -3.6224 0.123
H -1.1464 -0.7394 -7.3703 0.101
H -0.9966 0.9136 -4.2693 0.112
H -2.1470 4.3347 -0.8371 0.085
H 1.7468 2.1697 -2.9570 0.086
H 3.8501 5.0607 2.8685 0.103
H -2.6110 3.9986 -5.3222 0.083
H -1.4072 2.2427 2.1952 0.059
H -5.2307 3.0935 -5.8025 0.084
H -0.1717 2.7662 -1.4746 0.055
H 4.4643 1.6462 0.1196 0.073
H 2.8411 2.4287 3.4542 0.078
H 0.7814 -4.2221 -2.7344 0.108
H 3.6695 -0.6411 3.3772 0.078
H 3.5949 -7.1739 -0.6438 0.104
H -2.8527 -1.1109 3.1409 0.114
H 3.7354 4.7150 0.4276 0.104


Entry 2:
106
Properties=species:S:1:pos:R:3:lowdin_charge:R:1 method="wB97M-V/def2-TZVPD" smiles="CCC[C@@H](C)[C@@]1(COO)C(=O)O[C@@](O)(P(C)C)[C@@]1(S)CCCCO.COP(=O)(OC)OC.COP(=O)(OC)OC.COP(=O)(OC)OC" largest_force_ev_per_a=9.38 orbital_gap_ev=4.9200
S 1.7777 3.4976 -1.9020 0.807
P -1.5543 -5.9401 -1.9388 0.742
P 2.9925 1.7036 8.4823 0.736
P -1.2773 1.1645 -0.7141 0.956
P 1.1906 -3.9620 5.2799 0.739
O -2.0223 3.3763 -2.2609 0.004
O -0.3339 -4.5646 5.1580 -0.290
O -1.0246 7.2626 -4.1480 -0.046
O -1.0148 -7.3064 -2.8256 -0.303
O 2.1933 -5.1068 5.1745 -0.243
O 4.5456 2.4421 8.5100 -0.255
O 1.0982 -4.1692 6.9866 -0.257
O 1.2896 -3.6711 3.5913 -0.303
O 3.6168 0.3160 8.5898 -0.244
O -2.7641 3.2410 -4.4578 0.118
O -1.4353 5.9617 -3.9777 -0.178
O -0.2887 3.5699 -0.5884 -0.238
O -2.6481 -1.0689 -5.9645 -0.132
O 2.7403 2.2919 9.9951 -0.293
O 1.4212 1.0132 8.4453 -0.312
O -0.4154 -6.2001 -0.7838 -0.297
O -0.9887 -4.9874 -2.9888 -0.241
O -2.1339 -4.6097 -1.0131 -0.258
C 5.3225 2.2539 7.3307 -0.143
C -1.1986 0.1518 -4.3780 -0.144
C -1.4510 -1.2810 -5.1367 -0.199
C -2.1448 3.3809 -7.6709 -0.117
C 1.8961 3.3828 -5.5823 -0.055
C -0.2142 5.2640 -3.5367 -0.105
C 0.2764 3.5225 -5.4841 -0.246
C 2.2653 -3.7722 7.6957 -0.140
C -0.8625 2.7601 -1.6711 -0.574
C 2.0590 3.5305 10.1274 -0.127
C -0.2425 3.6963 -3.9832 -0.185
C -3.1495 0.8128 -0.8973 -0.292
C 0.9976 1.2950 -3.2149 -0.241
C -3.2345 -3.9306 -1.5933 -0.145
C -0.6980 -7.1472 0.2352 -0.123
C -1.4154 -3.6466 5.1233 -0.129
C -1.8213 3.3942 -3.6790 -0.307
C -1.6390 4.7451 -6.9529 -0.237
C 0.3237 2.6911 -2.8433 -0.467
C 0.3691 -7.6029 -2.8841 -0.130
C 0.3774 0.3872 -4.3693 -0.198
C -0.1095 4.6989 -6.4951 -0.183
C 0.7024 -4.5886 2.6866 -0.141
C -0.8699 1.3178 1.1267 -0.311
C 0.8756 0.4475 9.6241 -0.131
H 0.7977 0.7593 -5.3759 0.099
H 3.0792 -4.4727 7.5071 0.080
H 2.3205 4.0117 -6.4464 0.086
H 0.4947 4.4953 -7.4567 0.120
H 6.1897 2.9124 7.3800 0.087
H -2.3748 5.0782 -6.1567 0.090
H 2.0426 -3.7688 8.7628 0.086
H -1.4282 2.2001 1.5823 0.039
H -2.1227 -3.9771 4.3592 0.087
H 0.2492 1.4986 1.2670 0.044
H -1.2571 2.6719 -7.8445 0.069
H -3.7769 1.7140 -0.5828 0.044
H 0.2030 5.7447 -6.1652 0.110
H 5.6665 1.2216 7.2624 0.081
H 2.5611 -2.7637 7.3966 0.079
H -3.4158 0.5828 -1.9871 0.040
H -0.3033 -4.2471 2.4325 0.080
H -1.0551 4.0901 -0.2418 0.126
H -1.6966 5.5449 -7.7842 0.106
H -1.0785 -2.6360 4.8756 0.081
H -0.9484 -6.6223 1.1590 0.078
H 0.6611 -5.6019 3.0916 0.085
H 0.2620 1.1953 10.1302 0.080
H -1.3547 7.6150 -5.0035 0.121
H 0.7140 5.7882 -3.9679 0.146
H -4.0138 -4.6469 -1.8648 0.082
H 2.7764 4.3168 10.3686 0.089
H 0.2302 -0.3835 9.3350 0.093
H 0.6144 -8.3263 -2.1041 0.080
H 0.5774 -8.0617 -3.8518 0.096
H -0.6056 -1.4902 -5.8815 0.122
H -1.6831 0.0439 -3.3588 0.079
H -2.8647 2.7944 -6.9910 0.068
H 0.9886 -6.7109 -2.7732 0.090
H -2.3849 -0.8637 -6.8821 0.082
H 0.1975 -7.7498 0.4026 0.093
H 1.2995 -4.5961 1.7734 0.099
H 2.0879 1.5148 -3.5105 0.087
H -0.2500 2.5818 -5.8913 0.117
H -2.6353 3.5759 -8.6777 0.067
H -1.5200 -7.8103 -0.0486 0.084
H -0.2374 5.3791 -2.3914 0.127
H -3.4362 -0.0867 -0.2536 0.039
H 2.3545 3.8509 -4.6332 0.064
H 1.6477 0.0785 10.3018 0.090
H -1.6204 -2.1192 -4.3905 0.112
H 4.7368 2.5121 6.4450 0.080
H 1.3426 3.4430 10.9472 0.088
H -2.9160 -3.3699 -2.4725 0.069
H 2.2313 2.3015 -5.6616 0.069
H -3.6406 -3.2341 -0.8594 0.082
H 1.0864 0.6426 -2.2698 0.097
H 2.1850 2.5957 -0.9068 -0.068
H -1.9195 -3.6408 6.0915 0.088
H 0.8466 -0.6621 -4.2484 0.121
H 1.5168 3.7918 9.2144 0.082
H -1.6685 0.9285 -5.0590 0.096
H -1.1317 0.3483 1.6817 0.049


Entry 3:
73
Properties=species:S:1:pos:R:3:lowdin_charge:R:1 method="wB97M-V/def2-TZVPD" largest_force_ev_per_a=0.24 orbital_gap_ev=5.9757 charge=-1 e_above_lowest_kj_mol=0.00
I -1.7748 2.3855 2.7123 0.721
I 1.7446 2.5429 2.0884 0.755
Rb 0.5152 -0.2121 -0.2881 0.800
Se 0.2894 -1.7916 4.2958 0.474
S -1.1552 2.0462 -2.4497 0.989
O 1.9529 2.2527 -1.9220 -0.114
O 3.2766 -0.2568 -2.0780 0.058
O 0.2791 -3.0012 -1.3616 -0.090
O -1.2044 -1.5581 -2.2062 -0.110
O 3.3141 -1.4292 -0.1876 0.062
O -1.0517 2.1799 -0.9633 -0.617
N 3.0181 -3.7176 -1.2414 -0.030
N 3.9969 -3.6355 1.9945 0.025
N -1.5663 -1.6995 1.2189 -0.050
C 3.2732 -1.3263 -1.5034 -0.533
C 2.7878 -4.2073 1.9827 -0.195
C 3.2268 -2.6653 -2.2265 -0.230
C -1.5239 3.9551 -4.4236 -0.074
C 3.0352 -1.9238 3.3886 -0.142
C -1.0890 4.7668 -2.1898 -0.064
C -0.8846 -2.5483 -1.5047 -0.771
C -1.5833 5.2584 -4.8852 -0.084
C 1.7645 -2.5185 3.3730 -0.751
C -2.0062 -3.1979 -0.6858 -0.122
C -3.0487 0.3742 -3.4763 -0.078
C -1.3989 6.3188 -4.0029 -0.093
C -3.9136 2.3064 -2.3005 -0.063
C 0.1167 1.4618 2.9378 -1.223
C -1.1517 6.0735 -2.6616 -0.075
C 5.2198 -3.9964 -1.9227 -0.164
C -1.2867 3.7239 -3.0750 -0.368
C 4.5836 -2.9922 -2.8881 -0.111
C -5.2045 1.8652 -2.5208 -0.080
C 4.0859 -2.5057 2.7043 -0.187
C 1.6756 -3.7061 2.6300 -0.139
C -2.5988 -2.2043 0.3073 -0.278
C 4.0118 -4.7707 -1.4100 -0.197
C -5.4212 0.6820 -3.2252 -0.088
C -2.8467 1.5583 -2.7888 -0.362
C -4.3528 -0.0593 -3.6984 -0.069
H -2.7974 -3.5228 -1.3664 0.111
H 0.3241 1.3405 3.9920 -0.064
H 0.0801 0.4790 2.4813 -0.132
H -1.0928 -2.4561 1.7050 0.027
H -1.4446 7.3374 -4.3672 0.098
H -3.4350 -2.6805 0.8361 0.104
H -3.7232 3.2197 -1.7496 0.118
H -1.7739 5.4508 -5.9333 0.101
H 2.0417 -3.9890 -1.1817 0.098
H 5.6913 -3.4788 -1.0843 0.115
H 2.7020 -5.1237 1.4050 0.092
H -2.2020 -0.2254 -3.7801 0.094
H 3.2427 -2.4168 -0.0167 0.093
H -0.8958 4.5370 -1.1489 0.110
H -6.4341 0.3356 -3.3910 0.099
H 4.4061 -3.4617 -3.8570 0.113
H 4.2072 -5.2616 -0.4557 0.098
H -2.9994 -1.3572 -0.2555 0.107
H 1.9810 2.5491 -1.0058 -0.034
H -1.6718 3.1217 -5.1008 0.116
H -1.6131 -4.0729 -0.1638 0.108
H 2.5432 1.4803 -1.9680 -0.007
H -4.5235 -0.9909 -4.2221 0.106
H 5.1843 -2.0993 -3.0571 0.115
H 2.4196 -2.5914 -2.9560 0.155
H -1.9776 -1.1471 1.9630 0.039
H 5.0637 -2.0315 2.7183 0.098
H 3.1934 -1.0057 3.9401 0.085
H 3.7035 -5.5268 -2.1453 0.115
H -1.0030 6.8991 -1.9771 0.103
H 5.9657 -4.6319 -2.3998 0.105
H -6.0449 2.4346 -2.1446 0.100
H 0.7328 -4.2351 2.5699 0.086